1.
Density functional theory data (wB97M-V/def2-TZVPD) for a 2-piece molecular cluster, C5H8O overall.

The geometry in XYZ format:
```
14
Properties=species:S:1:pos:R:3:nbo_charge:R:1
C 1.37 0.06 0.37 -0.452
H -0.48 -2.10 0.46 0.000
H 0.13 1.64 1.32 0.232
H -2.18 0.27 0.99 0.232
C 0.72 0.83 -0.72 0.070
H 0.17 -1.87 0.72 -0.014
H 2.16 0.51 0.96 0.223
H -1.96 -0.88 -1.44 0.204
C 0.02 0.82 0.61 -0.262
H 1.59 -0.98 0.14 0.232
H 1.16 1.66 -1.25 0.199
C -1.27 -0.23 -0.91 0.139
C -1.33 0.27 0.32 -0.320
O -0.09 0.01 -1.56 -0.483
```

As for the maximum force: 0.63 eV/A. The structure (SMILES) is C1=C[C@H]2C[C@H]2O1.[H][H]. The total energy comes out at -270.4307 Eh. The calculation puts the HOMO-LUMO gap at 9.53 eV. For the energy relative to the best compared isomer or geometry (same formula, charge and spin), the calculation gives 333.8 kJ/mol. The calculation puts the HOMO energy at -8.35 eV.

=====

2.
Density functional theory data (wB97M-V/def2-TZVPD) for a 2-piece molecular cluster, C6H14 overall in a non-equilibrium geometry.

The geometry in XYZ format:
```
20
Properties=species:S:1:pos:R:3:nbo_charge:R:1
H 2.50 -1.18 0.25 0.210
H -0.46 -0.41 2.12 0.091
C 1.84 -1.30 -0.63 -0.632
H -1.50 1.49 1.25 0.209
H -1.85 -1.45 1.51 0.188
C 0.55 0.96 -0.69 -0.484
C -1.60 -0.53 1.92 -0.493
H 1.28 -0.18 -2.40 0.189
C -0.84 0.37 -0.39 0.010
H 0.52 -0.15 2.32 -0.118
H 2.47 0.81 -1.60 0.208
H 2.21 -2.12 -1.18 0.213
C 1.70 0.06 -1.44 -0.360
H 0.81 -1.25 -0.21 0.226
H 1.00 1.41 0.16 0.216
C -1.82 0.55 0.78 -0.499
H -2.23 -0.46 2.80 0.200
H 0.54 1.82 -1.47 0.210
H -1.43 0.28 -1.28 0.169
H -2.86 0.73 0.48 0.242
```

As for the maximum force: 3.98 eV/A. The total energy comes out at -236.7065 Eh. The calculation puts the HOMO-LUMO gap at 4.88 eV. For the energy relative to the best compared isomer or geometry (same formula, charge and spin), the calculation gives 800.4 kJ/mol. The calculation puts the HOMO energy at -6.58 eV.

=====

3.
Density functional theory data (wB97M-V/def2-TZVPD) for a 2-piece molecular cluster, C3H5FO2 overall in a non-equilibrium geometry.

The geometry in XYZ format:
```
11
Properties=species:S:1:pos:R:3:nbo_charge:R:1
C 0.57 -0.68 -0.53 -0.001
O -1.80 -0.28 -0.05 -0.660
H 0.76 -1.11 1.83 0.267
F 0.98 1.77 0.15 -0.354
H 0.13 -1.38 -1.34 0.217
H -0.33 0.26 1.31 0.202
O 1.79 -1.11 0.10 -0.519
H -2.21 0.61 0.35 0.474
H 0.27 1.23 -1.48 0.197
C -0.49 -0.05 0.24 0.028
C 0.33 0.75 -0.59 0.149
```

As for the maximum force: 4.64 eV/A. The total energy comes out at -367.3512 Eh. The calculation puts the HOMO-LUMO gap at 7.34 eV. For the energy relative to the best compared isomer or geometry (same formula, charge and spin), the calculation gives 803.6 kJ/mol. The calculation puts the HOMO energy at -9.87 eV.

=====

4.
Density functional theory data (wB97M-V/def2-TZVPD) for CHFOS2 in the gas phase in a non-equilibrium geometry.

The geometry in XYZ format:
```
6
Properties=species:S:1:pos:R:3:nbo_charge:R:1
C -0.06 -0.35 0.86 0.736
O 0.29 -0.03 -0.32 -0.586
S -0.64 0.86 -1.46 0.324
H 0.36 0.77 -2.35 0.133
F -1.28 -0.14 1.29 -0.289
S 1.32 -1.10 1.98 -0.318
```

As for the maximum force: 6.31 eV/A. The structure (SMILES) is FC(=S)OS. The total energy comes out at -1010.0847 Eh. The calculation puts the HOMO-LUMO gap at 7.79 eV. For the energy relative to the best compared isomer or geometry (same formula, charge and spin), the calculation gives 208.7 kJ/mol. The calculation puts the HOMO energy at -8.68 eV.

=====

5.
Density functional theory data (wB97M-V/def2-TZVPD) for a 4-piece molecular cluster, C23H53ClN2O12P3 overall in a non-equilibrium geometry.

The geometry in XYZ format:
```
94
Properties=species:S:1:pos:R:3:lowdin_charge:R:1
H 3.39 1.62 -4.31 0.088
H -4.05 -2.60 4.10 0.124
C 3.33 4.34 7.61 -0.086
C -1.90 -0.64 2.65 0.056
H -0.97 1.92 2.45 0.137
H 2.31 -1.08 -0.06 0.107
O 4.18 3.98 6.52 -0.200
H 3.66 0.94 1.01 0.110
P 3.66 4.31 5.06 0.346
C -0.47 -0.54 4.36 -0.033
H -3.04 0.93 -5.06 0.080
H 4.98 5.01 2.40 0.094
H -5.58 -3.94 -7.50 0.089
H 1.82 5.90 3.85 0.077
H 1.85 1.54 -5.19 0.090
H -4.85 1.40 -7.93 0.081
H 5.68 3.38 2.42 0.092
O -3.45 -0.54 -7.19 -0.232
H -3.15 -4.77 3.91 0.111
H 3.99 -1.64 4.79 0.074
H 0.62 1.59 3.06 0.125
H -1.61 -4.04 3.49 0.103
H -6.54 1.81 -7.58 0.087
P 0.89 -0.76 -4.13 0.340
H -0.24 -3.00 -1.76 0.078
H 1.98 -0.84 3.66 0.057
H -0.76 -1.26 -6.25 0.069
N -1.32 -1.57 4.58 0.176
H -2.17 -5.58 1.77 0.077
H -6.65 -2.55 -7.76 0.090
H 1.69 6.75 5.40 0.090
H 0.35 -0.21 4.98 0.166
H 3.45 5.40 7.84 0.092
H 2.56 -3.01 1.61 0.114
C -3.29 -2.66 3.32 -0.110
O 2.45 3.58 4.64 -0.258
C -2.67 -4.09 3.21 -0.251
H 2.28 4.13 7.39 0.086
H 2.69 0.62 2.42 0.092
P -4.64 -0.81 -6.37 0.345
H -0.55 1.15 0.37 0.116
O 2.24 0.00 -3.83 -0.213
H 4.53 -1.42 3.10 0.074
H 0.22 -0.33 0.91 0.093
H -4.99 -2.55 -8.42 0.089
H 3.92 3.57 2.48 0.069
C 4.87 3.99 2.80 -0.084
H 1.70 1.23 -0.39 0.114
H -6.17 0.55 -8.78 0.089
C 2.73 0.47 1.34 -0.196
H -0.27 -3.50 -3.47 0.095
C -2.19 -1.65 3.54 -0.212
H -4.58 1.45 -4.31 0.089
H 2.63 7.46 4.07 0.090
H -3.43 0.45 -3.40 0.081
C 2.83 -1.01 0.90 -0.178
C 0.19 0.75 1.06 -0.160
C -0.26 -2.65 -2.79 -0.088
O 0.91 -1.86 -3.00 -0.215
C 0.25 -1.47 -6.58 -0.069
C 3.86 -1.97 3.76 -0.080
O -0.31 0.08 -4.17 -0.232
C 2.14 -2.02 1.85 -0.208
H 4.08 -3.04 3.76 0.079
H 1.06 -2.12 1.67 0.085
H -1.30 -2.20 5.36 0.183
H -2.37 -0.38 1.72 0.151
H -1.16 -2.05 -2.94 0.081
C 2.39 -1.80 3.34 -0.286
C 2.35 6.53 4.56 -0.085
H 0.26 -2.44 -7.09 0.090
O 4.97 4.01 4.22 -0.197
H 3.64 3.75 8.47 0.091
H 3.85 -1.29 0.68 0.110
C 2.69 0.95 -4.80 -0.086
H 1.69 2.33 0.98 0.110
Cl -4.35 -4.86 1.19 0.580
C -0.20 1.14 2.50 -0.078
H -2.14 -3.97 1.10 0.072
O -5.94 0.03 -6.78 -0.212
C -2.68 -4.62 1.78 -0.587
H 0.58 -0.70 -7.28 0.092
H -3.71 -2.42 2.34 0.096
O 1.18 -1.56 -5.48 -0.211
O 3.54 5.90 5.04 -0.207
N -0.81 0.01 3.23 -0.033
C 1.59 1.27 0.69 -0.187
H 3.19 0.44 -5.62 0.092
C -3.85 0.64 -4.38 -0.091
C -5.62 -2.86 -7.59 -0.089
H 1.80 -2.55 3.89 0.099
O -4.49 -0.56 -4.82 -0.207
O -5.15 -2.30 -6.35 -0.206
C -5.86 1.00 -7.83 -0.087
```

As for the maximum force: 2.62 eV/A. The charge is +1. The total energy comes out at -3404.8939 Eh. The calculation puts the HOMO-LUMO gap at 9.74 eV. The calculation puts the HOMO energy at -12.05 eV.

=====

6.
Density functional theory data (wB97M-V/def2-TZVPD) for C6H29FeO9 as an isolated structure in a non-equilibrium geometry.

The geometry in XYZ format:
```
45
Properties=species:S:1:pos:R:3:lowdin_spin:R:1
O 0.58 4.04 -1.56 0.039
O -1.67 1.33 3.61 0.000
C -0.27 -1.99 3.90 0.000
H -1.31 1.01 2.78 0.000
O -0.16 1.93 0.67 0.274
H -3.30 -3.23 -4.88 0.000
H 0.55 3.44 -2.31 0.001
H -3.06 1.68 0.29 0.000
H 1.52 -0.72 -0.62 0.000
O 1.59 3.74 3.12 0.000
H 0.91 0.68 -1.53 0.000
H 1.49 4.35 -1.53 0.002
H -2.13 0.50 0.01 0.000
C -2.04 -1.85 -3.11 0.000
H -3.09 -1.60 -3.26 0.000
H 3.43 3.34 -1.12 0.000
H -1.06 -1.56 3.28 0.000
H -0.16 -0.48 -0.66 0.000
H 1.05 4.40 2.69 0.000
O -3.01 0.72 0.35 0.000
H -1.38 -1.62 5.41 0.000
H 1.79 1.55 0.69 0.006
H -0.69 -3.30 -3.92 0.000
C 0.33 -3.26 3.28 0.000
H 0.82 0.36 1.50 0.008
H -0.43 -3.91 2.83 0.000
H 0.80 -3.88 4.04 0.000
H -0.93 1.74 4.06 0.000
C 0.85 0.98 0.59 0.027
H 2.41 2.20 -1.08 0.000
C 0.78 0.08 -0.63 0.006
H -1.91 -2.37 -2.16 0.000
Fe -0.88 3.69 -0.12 3.637
H 1.02 -3.14 2.44 0.000
H 2.51 -0.28 -3.71 0.000
H 0.59 -1.30 3.90 0.000
H -1.55 -0.87 -3.13 0.000
O 3.19 2.51 -1.55 0.001
H 3.95 -0.47 -3.26 0.000
O -2.56 -3.72 -4.52 0.000
O -0.66 -2.21 5.22 0.000
H 1.85 3.13 2.42 0.000
C -1.57 -2.76 -4.25 0.000
H -1.27 -2.03 -5.02 0.000
O 3.06 -0.82 -3.14 0.000
```

As for the maximum force: 4.46 eV/A. As for the expectation value of S²: 6.0121. The charge is +1. The total energy comes out at -2186.4397 Eh. The calculation puts the HOMO-LUMO gap (spin up / spin down) at 4.94 / 4.75 eV. The calculation puts the HOMO energy (spin up / spin down) at -11.81 / -11.81 eV. As for the multiplicity: 5.

=====

The highest total energy belongs to which entry? C6H14